Here is a structure of composition C14H28GaO9 at a distorted geometry from OMol25. Energies are from ωB97M-V with the def2-TZVPD basis set.

Computed properties:
- LUMO (eV) = 2.122
- highest occupied orbital energy (eV) = -4.71

```
! RIJCOSX wB97M-V def2-TZVPD def2/J DEFGRID3
* xyz -1 1
C 2.21 4.15 1.04
C 3.33 4.60 0.50
Ga 5.09 5.11 -0.52
H 1.25 3.51 1.15
H 4.73 5.70 -2.00
H 5.87 6.22 0.33
H 5.96 3.77 -0.79
C -2.50 -1.50 0.59
C -2.44 -0.32 1.55
O -1.57 0.71 1.05
C -2.06 1.44 0.03
O -3.15 1.31 -0.48
O -1.12 2.32 -0.34
C -1.46 3.10 -1.48
H -1.49 -1.88 0.39
H -3.10 -2.31 1.02
H -2.93 -1.22 -0.37
H -2.02 -0.65 2.50
H -3.44 0.08 1.75
H -2.42 3.60 -1.34
H -1.49 2.45 -2.37
H -0.69 3.85 -1.63
C 0.81 -0.13 3.40
C 1.69 -1.28 2.95
O 2.84 -1.42 3.80
C 2.60 -1.96 5.01
O 1.53 -2.33 5.43
O 3.77 -1.99 5.69
C 3.64 -2.44 7.03
H 1.39 0.80 3.46
H -0.02 0.02 2.70
H 0.39 -0.31 4.39
H 2.07 -1.07 1.95
H 1.14 -2.22 2.90
H 3.15 -3.41 7.08
H 3.08 -1.70 7.62
H 4.64 -2.53 7.46
C -0.45 -0.11 -3.61
C -1.87 0.23 -4.05
O -2.23 -0.48 -5.24
C -2.51 -1.79 -5.07
O -2.48 -2.39 -4.03
O -2.79 -2.31 -6.28
C -3.00 -3.72 -6.26
H 0.25 0.07 -4.43
H -0.16 0.50 -2.75
H -0.36 -1.16 -3.33
H -1.92 1.30 -4.30
H -2.59 0.05 -3.25
H -3.77 -4.00 -5.54
H -2.06 -4.23 -6.04
H -3.33 -4.03 -7.25
*
```

Taken from the natural (NBO) analysis, the atomic charges in e are: number 1, C, carries -0.506; number 2, C, carries -0.347; number 3, Ga, carries 0.566; number 4, H, carries 0.229; number 5, H, carries -0.319; number 6, H, carries -0.310; number 7, H, carries -0.312; number 8, C, carries -0.641; number 9, C, carries -0.072; number 10, O, carries -0.501; number 11, C, carries 0.988; number 12, O, carries -0.654; number 13, O, carries -0.485; number 14, C, carries -0.257; number 15, H, carries 0.212; number 16, H, carries 0.213; number 17, H, carries 0.230; number 18, H, carries 0.192; number 19, H, carries 0.192; number 20, H, carries 0.192; number 21, H, carries 0.173; number 22, H, carries 0.219; number 23, C, carries -0.648; number 24, C, carries -0.071; number 25, O, carries -0.489; number 26, C, carries 0.985; number 27, O, carries -0.653; number 28, O, carries -0.494; number 29, C, carries -0.256; number 30, H, carries 0.229; number 31, H, carries 0.223; number 32, H, carries 0.215; number 33, H, carries 0.201; number 34, H, carries 0.182; number 35, H, carries 0.192; number 36, H, carries 0.188; number 37, H, carries 0.192; number 38, C, carries -0.645; number 39, C, carries -0.076; number 40, O, carries -0.496; number 41, C, carries 0.983; number 42, O, carries -0.644; number 43, O, carries -0.498; number 44, C, carries -0.257; number 45, H, carries 0.214; number 46, H, carries 0.226; number 47, H, carries 0.224; number 48, H, carries 0.191; number 49, H, carries 0.202; number 50, H, carries 0.195; number 51, H, carries 0.188; number 52, H, carries 0.192